38
Properties=species:S:1:pos:R:3 method="wB97M-V/def2-TZVPD" homo_energy_ev="-5.1 / -5.7" lumo_ev="2.389 / 2.387" total_charge=-1 gap_ev="7.5 / 8.1" molar_mass_g_mol=398.85 multiplicity=6 s2=8.753
Mn -0.4535 1.3104 -0.8202
Cl 0.3218 2.9389 -2.5048
Cl -2.9118 1.3043 -1.1704
B -0.3403 2.5891 2.1563
F -0.5767 2.5813 0.7642
F -1.4094 3.1486 2.8127
F -0.1289 1.3434 2.5838
F 0.8332 3.3191 2.3998
C 2.7662 2.1129 0.1183
C 3.4109 1.5609 1.4549
O 3.8168 0.2229 1.2062
O 1.6606 1.0938 -0.1255
H 3.4052 2.2019 -0.7602
H 2.4570 3.1342 0.3408
H 2.7043 1.6054 2.2836
H 4.2572 2.2086 1.6837
H 4.4530 -0.0544 1.8695
H 1.9018 0.3220 0.3920
C -0.0263 -1.2486 -3.0987
C -1.1726 -2.3019 -3.2006
O -0.8168 -3.4954 -2.4956
O 0.2067 -0.7254 -1.7856
H -0.3511 -0.4435 -3.7578
H 0.9079 -1.7241 -3.3974
H -1.3701 -2.3862 -4.2693
H -2.0895 -1.9629 -2.7185
H -1.5377 -4.1211 -2.5972
H 0.3967 -1.4393 -1.1725
C -1.2347 -1.5034 1.3522
C -2.7748 -1.6839 1.7172
O -3.7388 -1.5091 0.6809
O -0.8000 -0.2560 0.7584
H -0.9952 -2.2684 0.6136
H -0.5234 -1.7157 2.1504
H -2.9704 -1.0879 2.6086
H -2.8718 -2.7074 2.0794
H -3.6293 -0.6390 0.2904
H -0.7759 0.2759 1.5572